DFT (ωB97M-V/def2-TZVPD) results for 3 unconnected molecules or ions with the total composition C4H16NO2 at a distorted geometry.

Cartesian coordinates (Å):
C -0.975 -1.794 -1.228
C -0.853 -0.402 -1.887
N -0.014 0.576 -1.056
C 1.419 0.012 -0.949
C 2.149 1.194 -0.271
H -1.903 -2.379 -1.589
H -1.079 -1.703 -0.061
H -0.192 -2.445 -1.397
H -0.499 -0.422 -2.918
H -1.910 -0.008 -1.887
H -0.547 0.698 0.015
H 0.033 1.497 -1.427
H 1.783 -0.170 -1.952
H 1.629 -0.935 -0.338
H 1.946 1.307 0.771
H 3.223 0.848 -0.173
H 2.265 2.187 -0.681
H -0.291 -0.817 4.095
H -1.825 -0.766 4.203
O -1.095 -0.489 3.694
H -0.488 0.896 1.884
H -1.524 1.969 1.835
O -1.253 1.146 1.318

Computed properties:
Maximum force = 4.95 eV/A
HOMO = -15.0 eV
ΔE to the lowest compared entry with this formula, charge and spin = 44.9 kcal per mole
Frontier orbital gap = 12.11 eV
E_tot = -9985.4362 eV
Net charge = +1

=====

DFT (ωB97M-V/def2-TZVPD) results for C4H7NO in the gas phase.

Cartesian coordinates (Å):
O 0.621 -1.654 -1.364
C 0.286 -0.489 -1.838
C -1.352 -0.204 0.721
C -0.153 0.676 0.438
N 1.175 0.074 0.470
C 0.649 0.564 -0.814
H 1.057 -1.545 -0.468
H -2.147 -0.007 -0.004
H -1.086 -1.263 0.655
H -1.746 -0.012 1.723
H -0.227 1.687 0.841
H 1.890 0.678 0.863
H 1.033 1.496 -1.224

Computed properties:
Maximum force = 0.52 eV/A
HOMO = -8.5 eV
ΔE to the lowest compared entry with this formula, charge and spin = 90.8 kcal per mole
Frontier orbital gap = 9.35 eV
E_tot = -7795.7070 eV
Net charge = 0

=====

DFT (ωB97M-V/def2-TZVPD) results for a molecular structure, C4H8EuO2 at a distorted geometry.

Cartesian coordinates (Å):
H 0.711 2.528 -1.781
C -0.734 0.971 -1.718
C 0.466 1.528 -1.391
O 1.282 1.103 -0.440
Eu 1.843 -0.660 0.828
H -1.367 0.614 -0.897
H -1.115 1.110 -2.732
O 1.139 -2.897 0.126
C 0.386 -2.885 -1.110
C -0.904 -2.199 -0.849
H 1.720 -3.664 0.192
H 0.231 -3.928 -1.431
H 0.984 -2.350 -1.860
H -1.025 -1.677 0.101
H -1.719 -2.322 -1.569

Computed properties:
Maximum force = 3.26 eV/A
HOMO (alpha / beta) = -15.8 / -15.9 eV
ΔE to the lowest compared entry with this formula, charge and spin = 44.8 kcal per mole
Frontier orbital gap (alpha / beta) = 5.18 / 5.19 eV
Spin multiplicity = 8
E_tot = -27680.5698 eV
Net charge = +2

=====

DFT (ωB97M-V/def2-TZVPD) results for C5H8N2 in the gas phase at a distorted geometry.

Cartesian coordinates (Å):
C -1.155 1.097 -0.376
C -0.219 -0.059 -0.100
C 1.163 0.084 -0.757
C 2.282 -0.071 0.177
N 3.159 -0.193 0.921
C -0.380 -0.825 1.157
N -0.744 -1.420 -0.128
H -0.743 2.036 0.011
H -1.322 1.219 -1.453
H -2.127 0.934 0.103
H 1.260 1.068 -1.231
H 1.263 -0.672 -1.542
H -1.172 -0.514 1.838
H 0.488 -1.267 1.640
H -1.753 -1.415 -0.258

Computed properties:
SMILES = C[C@@]1(CC#N)CN1
Maximum force = 1.12 eV/A
HOMO = -10.0 eV
ΔE to the lowest compared entry with this formula, charge and spin = 31.2 kcal per mole
Frontier orbital gap = 10.77 eV
E_tot = -8293.6453 eV
Net charge = 0

=====

DFT (ωB97M-V/def2-TZVPD) results for C21H20Cl2N2O2 in the gas phase.

Cartesian coordinates (Å):
C 5.724 1.820 -0.512
C 4.545 2.685 -0.085
C 3.427 1.847 0.531
C 2.234 2.711 0.953
C 1.155 1.834 1.561
O 0.944 1.748 2.751
N 0.441 1.147 0.636
C -0.481 0.092 1.005
C 0.228 -1.242 0.900
C 0.547 -1.964 2.043
C 1.232 -3.162 1.975
C 1.614 -3.653 0.737
Cl 2.466 -5.149 0.626
C 1.325 -2.953 -0.423
C 0.640 -1.753 -0.326
Cl 0.304 -0.899 -1.796
C -1.750 0.141 0.183
C -2.122 1.319 -0.489
C -3.259 1.401 -1.243
C -4.106 0.284 -1.366
C -5.293 0.255 -2.126
C -6.040 -0.892 -2.162
C -5.600 -2.013 -1.436
N -4.509 -2.026 -0.722
C -3.760 -0.904 -0.677
C -2.576 -0.963 0.107
O -2.308 -2.117 0.753
H 6.510 2.432 -0.948
H 6.136 1.289 0.343
H 5.411 1.086 -1.251
H 4.156 3.224 -0.952
H 4.882 3.427 0.642
H 3.103 1.094 -0.192
H 3.809 1.318 1.407
H 1.837 3.247 0.088
H 2.551 3.436 1.702
H 0.729 1.167 -0.331
H -0.728 0.271 2.060
H 0.249 -1.575 3.004
H 1.468 -3.712 2.871
H 1.628 -3.333 -1.385
H -1.482 2.182 -0.390
H -3.520 2.318 -1.750
H -5.597 1.139 -2.669
H -6.954 -0.950 -2.733
H -6.170 -2.933 -1.445
H -3.041 -2.721 0.532

Computed properties:
SMILES = CCCCC(=O)N[C@H](c1ccc(Cl)cc1Cl)c1ccc2cccnc2c1O
Maximum force = 0.59 eV/A
HOMO = -8.3 eV
ΔE to the lowest compared entry with this formula, charge and spin = 0.0 kcal per mole
Frontier orbital gap = 8.41 eV
E_tot = -54223.3790 eV
Net charge = 0

=====

DFT (ωB97M-V/def2-TZVPD) results for 2 unconnected molecules or ions with the total composition CHCl3NO at a distorted geometry.

Cartesian coordinates (Å):
C 0.554 -1.976 1.101
N -0.595 -0.598 -0.814
O -0.148 0.479 -1.177
Cl -0.639 -2.708 2.206
Cl 1.566 -3.386 0.501
Cl 1.567 -0.888 2.095
H -1.573 -0.603 -0.252

Computed properties:
Maximum force = 2.08 eV/A
HOMO (alpha / beta) = -3.0 / -3.0 eV
ΔE to the lowest compared entry with this formula, charge and spin = 43.4 kcal per mole
Frontier orbital gap (alpha / beta) = 6.70 / 6.70 eV
E_tot = -42155.4167 eV
Net charge = -1

=====

DFT (ωB97M-V/def2-TZVPD) results for a molecular structure, C37H53N4O3Si2Y.

Cartesian coordinates (Å):
Y 0.053 1.304 -0.263
C -0.324 1.172 -3.594
C -1.082 2.379 -2.993
N -0.259 3.072 -1.982
C 0.950 3.707 -2.537
C 2.187 3.536 -1.646
N 2.323 2.189 -1.075
C 2.994 1.226 -1.963
C 2.082 0.797 -3.106
N 0.686 0.642 -2.664
H 0.149 1.454 -4.536
H -1.055 0.400 -3.830
H -1.975 2.023 -2.482
H -1.409 3.052 -3.792
H -0.834 3.760 -1.508
H 0.795 4.776 -2.696
H 1.139 3.280 -3.520
H 2.128 4.237 -0.819
H 3.070 3.796 -2.241
H 2.875 2.268 -0.225
H 3.217 0.343 -1.374
H 3.922 1.642 -2.373
H 2.466 -0.146 -3.503
H 2.125 1.524 -3.918
H 0.527 -0.344 -2.495
C -6.180 -3.727 -1.064
O -4.864 -3.274 -1.346
C -4.511 -2.038 -0.934
C -5.391 -1.169 -0.251
C -4.932 0.065 0.118
C -3.619 0.502 -0.143
C -3.203 1.828 0.232
C -4.195 2.779 0.858
O -2.053 2.270 0.054
C -2.724 -0.389 -0.828
O -1.487 -0.099 -1.072
C -3.221 -1.644 -1.218
H -6.246 -4.731 -1.472
H -6.932 -3.097 -1.541
H -6.369 -3.764 0.010
H -6.403 -1.460 -0.018
H -5.614 0.726 0.637
H -4.576 2.374 1.797
H -5.043 2.949 0.192
H -3.692 3.722 1.059
H -2.556 -2.327 -1.735
C 1.078 5.510 1.861
C 1.585 5.088 3.083
C 1.482 3.753 3.427
C 0.892 2.831 2.550
C 0.496 3.198 1.248
C 0.570 4.571 0.975
C 0.577 1.456 3.024
C 0.740 1.133 4.397
C 0.352 -0.071 4.880
C -0.247 -1.007 4.012
C -0.718 -2.256 4.468
C -1.325 -3.123 3.604
C -1.472 -2.761 2.254
C -1.001 -1.565 1.786
C -0.372 -0.643 2.653
N 0.069 0.573 2.173
H 1.099 6.561 1.596
H 2.040 5.794 3.765
H 1.875 3.453 4.390
H 0.222 4.948 0.014
H 1.156 1.865 5.071
H 0.467 -0.317 5.930
H -0.590 -2.504 5.515
H -1.689 -4.081 3.951
H -1.950 -3.444 1.565
H -1.111 -1.328 0.739
C 4.649 -2.220 -0.043
Si 3.030 -1.569 0.681
C 3.521 0.164 1.309
C 2.734 -2.602 2.239
C 1.700 -1.491 -0.541
Si 1.192 -2.924 -1.521
C 2.654 -4.007 -2.011
C 0.344 -2.494 -3.177
C -0.070 -4.100 -0.733
H 5.459 -2.039 0.673
H 4.905 -1.703 -0.974
H 4.623 -3.291 -0.254
H 4.044 0.069 2.267
H 2.685 0.851 1.470
H 4.222 0.639 0.612
H 3.616 -2.632 2.889
H 2.486 -3.633 1.962
H 1.896 -2.213 2.824
H 0.817 -0.973 -0.163
H 3.472 -3.435 -2.456
H 2.326 -4.754 -2.743
H 3.053 -4.547 -1.147
H 1.007 -1.963 -3.869
H -0.566 -1.894 -3.040
H 0.039 -3.424 -3.671
H 0.259 -4.424 0.260
H -0.213 -4.991 -1.356
H -1.047 -3.618 -0.621

Computed properties:
Maximum force = 0.65 eV/A
HOMO = -6.1 eV
ΔE to the lowest compared entry with this formula, charge and spin = 16.7 kcal per mole
Frontier orbital gap = 6.04 eV
E_tot = -68135.3055 eV
Net charge = 0

=====

DFT (ωB97M-V/def2-TZVPD) results for a gas-phase ion, C8H11N2O (charge +1) at a distorted geometry.

Cartesian coordinates (Å):
N 1.498 -1.912 0.452
C 1.057 -0.765 -0.394
C -0.362 -0.365 -0.225
C -1.481 -1.153 -0.441
C -2.737 -0.586 -0.296
C -2.866 0.759 0.024
C -1.755 1.558 0.228
C -0.497 0.987 0.112
N 0.709 1.654 0.318
C 1.837 0.795 0.211
O 2.811 1.131 -0.682
H 2.179 -2.500 -0.044
H 0.667 -2.473 0.692
H 1.930 -1.594 1.332
H 1.365 -0.913 -1.425
H -1.382 -2.190 -0.732
H -3.615 -1.192 -0.441
H -3.849 1.190 0.112
H -1.860 2.602 0.474
H 0.784 2.563 -0.119
H 2.227 0.529 1.212
H 3.340 1.875 -0.369

Computed properties:
SMILES = [NH3+][C@H]1c2ccccc2N[C@@H]1O
Maximum force = 3.92 eV/A
HOMO = -11.8 eV
ΔE to the lowest compared entry with this formula, charge and spin = 32.9 kcal per mole
Frontier orbital gap = 8.36 eV
E_tot = -13494.9462 eV
Net charge = +1

=====

DFT (ωB97M-V/def2-TZVPD) results for 2 unconnected molecules or ions with the total composition C18H31BrF2N4O8PS at a distorted geometry.

Cartesian coordinates (Å):
C 3.440 0.667 -0.942
C 2.058 0.871 -0.180
C 1.939 -0.299 0.868
C 0.964 0.776 -1.273
C 1.250 1.825 -2.386
C -0.439 0.982 -0.681
O -1.459 0.920 -1.737
C -1.947 -0.336 -1.819
N -1.301 -1.129 -2.598
N -1.754 -2.383 -2.654
P -0.848 -3.542 -3.727
O 0.555 -2.790 -3.957
Br -1.993 -3.498 -5.653
C -2.804 -2.751 -1.944
N -3.214 -4.125 -2.015
C -3.566 -1.913 -1.115
N -4.721 -2.328 -0.384
C -5.770 -2.888 -1.219
O -6.554 -2.144 -1.723
F -5.852 -4.181 -1.470
C -4.408 -3.125 0.744
O -4.929 -4.129 1.089
F -3.427 -2.581 1.491
C -3.115 -0.592 -1.031
C -3.793 0.424 -0.176
C -4.176 1.671 -1.030
C -5.551 2.236 -0.621
O -5.989 3.179 -1.593
H 3.896 1.622 -1.217
H 3.213 0.079 -1.842
H 4.156 0.083 -0.358
H 2.056 1.871 0.267
H 1.558 -1.193 0.355
H 1.308 -0.033 1.725
H 2.925 -0.551 1.267
H 1.015 -0.241 -1.689
H 0.347 2.082 -2.950
H 1.690 2.737 -1.974
H 1.927 1.341 -3.097
H -0.640 0.144 0.008
H -0.524 1.933 -0.146
H 0.449 -1.820 -4.005
H -2.419 -4.705 -1.750
H -3.429 -4.313 -2.996
H -4.676 -0.024 0.291
H -3.132 0.698 0.661
H -3.400 2.442 -0.990
H -4.268 1.329 -2.074
H -6.277 1.411 -0.582
H -5.460 2.712 0.364
H -5.291 3.227 -2.251
O 4.276 1.723 2.352
S 5.441 1.106 2.912
O 5.479 -0.297 3.184
O 5.904 1.900 4.210
C 4.953 2.078 5.279
C 4.745 0.808 6.081
C 6.832 1.515 1.911
H 4.008 2.456 4.883
H 5.364 2.852 5.924
H 4.267 0.035 5.481
H 4.111 1.005 6.946
H 5.700 0.409 6.423
H 6.828 2.585 1.721
H 6.736 0.964 0.978
H 7.738 1.213 2.431

Computed properties:
Maximum force = 3.00 eV/A
HOMO = -12.7 eV
Frontier orbital gap = 7.31 eV
E_tot = -137103.4518 eV
Net charge = +1

=====

DFT (ωB97M-V/def2-TZVPD) results for 6 unconnected molecules or ions with the total composition H12O6.

Cartesian coordinates (Å):
O 0.468 4.987 1.261
H 0.676 5.510 0.486
H 1.299 4.579 1.504
O 0.799 -2.715 1.542
H 0.003 -3.176 1.279
H 1.041 -3.111 2.379
O -0.654 0.102 -4.775
H -0.827 -0.060 -3.847
H 0.287 -0.042 -4.872
O -4.583 -1.711 -1.950
H -3.703 -1.374 -1.781
H -5.051 -1.584 -1.125
O -1.103 0.448 -0.387
H -0.852 1.369 -0.333
H -0.428 -0.015 0.109
O 4.178 -0.853 3.827
H 4.732 -1.620 3.686
H 3.718 -0.733 2.997

Computed properties:
SMILES = O.O.O.O.O.O
Maximum force = 0.34 eV/A
HOMO = -11.4 eV
ΔE to the lowest compared entry with this formula, charge and spin = 39.9 kcal per mole
Frontier orbital gap = 11.58 eV
E_tot = -12479.3844 eV
Net charge = 0

=====

DFT (ωB97M-V/def2-TZVPD) results for 9 unconnected molecules or ions with the total composition C30H84N6O9 at a distorted geometry.

Cartesian coordinates (Å):
C 4.335 -2.332 -4.735
O 3.511 -2.201 -3.613
C 3.896 -2.975 -2.497
C 3.017 -2.651 -1.315
C 3.175 -1.193 -0.856
N 3.392 -3.525 -0.195
H 5.322 -1.874 -4.600
H 3.863 -1.816 -5.575
H 4.425 -3.387 -5.026
H 3.830 -4.047 -2.748
H 4.958 -2.807 -2.261
H 1.972 -2.761 -1.638
H 2.203 -0.763 -0.613
H 3.608 -0.611 -1.675
H 3.820 -1.053 0.010
H 3.040 -4.468 -0.361
H 2.854 -3.235 0.638
C 2.589 3.979 5.031
O 1.815 3.245 5.950
C 1.144 2.176 5.312
C 0.184 1.475 6.256
C -0.235 0.127 5.653
N -1.070 2.261 6.454
H 1.941 4.497 4.320
H 3.236 3.306 4.451
H 3.234 4.640 5.601
H 0.571 2.539 4.451
H 1.910 1.447 5.008
H 0.738 1.285 7.185
H -0.872 -0.397 6.368
H 0.660 -0.466 5.460
H -0.783 0.231 4.717
H -0.908 2.945 7.196
H -1.659 1.576 6.933
C -2.135 -1.431 2.912
O -1.871 -2.147 1.726
C -2.689 -1.749 0.643
C -2.460 -2.628 -0.560
C -0.975 -2.645 -0.975
N -3.317 -2.088 -1.621
H -1.782 -2.047 3.738
H -3.223 -1.378 3.046
H -1.668 -0.447 2.885
H -3.751 -1.815 0.923
H -2.460 -0.698 0.410
H -2.802 -3.654 -0.398
H -0.628 -1.608 -0.999
H -0.867 -3.065 -1.975
H -0.388 -3.211 -0.250
H -2.984 -1.168 -1.907
H -3.247 -2.652 -2.460
C 0.679 -1.068 -4.245
O -0.336 -0.877 -5.215
C 0.161 -0.773 -6.526
C -0.998 -0.631 -7.520
C -1.630 -1.978 -7.852
N -0.550 -0.016 -8.775
H 1.249 -0.140 -4.103
H 1.392 -1.857 -4.497
H 0.264 -1.353 -3.278
H 0.888 0.038 -6.678
H 0.737 -1.686 -6.747
H -1.757 -0.005 -7.051
H -2.378 -1.837 -8.632
H -2.179 -2.329 -6.973
H -0.913 -2.728 -8.184
H -0.066 0.860 -8.564
H 0.182 -0.565 -9.225
C -4.334 2.999 0.111
O -3.885 3.167 1.452
C -2.702 3.891 1.547
C -2.216 3.860 2.976
C -0.995 4.765 3.166
N -1.863 2.498 3.381
H -3.510 2.664 -0.521
H -4.757 3.951 -0.210
H -5.088 2.220 0.160
H -1.895 3.531 0.885
H -2.804 4.942 1.236
H -3.039 4.268 3.582
H -0.125 4.291 2.708
H -0.820 4.883 4.237
H -1.129 5.763 2.746
H -2.711 1.944 3.218
H -1.762 2.420 4.399
C 1.548 -5.398 5.826
O 1.908 -4.776 4.598
C 1.628 -3.385 4.552
C 2.075 -2.890 3.199
C 1.997 -1.391 3.034
N 1.294 -3.482 2.089
H 0.469 -5.539 5.869
H 1.917 -4.782 6.660
H 2.168 -6.292 5.867
H 0.597 -3.124 4.827
H 2.243 -2.951 5.364
H 3.077 -3.258 2.963
H 2.527 -0.868 3.838
H 0.966 -1.033 3.053
H 2.424 -1.010 2.110
H 1.242 -4.490 2.182
H 0.362 -3.090 1.987
C -4.681 0.679 -3.760
C -3.431 0.259 -4.511
O -2.360 0.065 -3.588
H -5.501 0.829 -4.463
H -4.501 1.596 -3.200
H -4.944 -0.133 -3.081
H -3.148 0.983 -5.287
H -3.647 -0.714 -4.986
H -1.580 -0.236 -4.116
C 1.746 3.915 -2.013
C 2.789 4.905 -2.481
O 2.210 5.789 -3.439
H 2.071 3.280 -1.186
H 1.486 3.205 -2.808
H 0.768 4.344 -1.789
H 3.616 4.385 -2.971
H 3.260 5.420 -1.640
H 2.182 6.676 -3.072
C -0.170 1.098 -0.438
C -0.301 0.544 0.977
O 0.329 1.353 1.973
H -0.728 2.038 -0.501
H -0.691 0.465 -1.161
H 0.872 1.295 -0.674
H 0.104 -0.473 1.007
H -1.350 0.560 1.303
H -0.417 1.786 2.457

Computed properties:
SMILES = COC[C@H](C)N.COC[C@H](C)N.COC[C@H](C)N.COC[C@H](C)N.COC[C@H](C)N.COC[C@H](C)N.CCO.CCO.CCO
Maximum force = 1.72 eV/A
HOMO = -8.7 eV
ΔE to the lowest compared entry with this formula, charge and spin = 5.8 kcal per mole
Frontier orbital gap = 9.35 eV
E_tot = -59837.2482 eV
Net charge = 0

=====

DFT (ωB97M-V/def2-TZVPD) results for a molecular structure, Ag2Cl at a distorted geometry.

Cartesian coordinates (Å):
Ag -2.010 -0.692 1.276
Ag 1.773 0.092 -1.777
Cl 0.237 0.599 0.502

Computed properties:
Maximum force = 1.22 eV/A
HOMO = -14.2 eV
ΔE to the lowest compared entry with this formula, charge and spin = 6.4 kcal per mole
Frontier orbital gap = 8.42 eV
E_tot = -20512.9440 eV
Net charge = +1